Formula: C6H37NO12
Source: the OMol25 dataset
Level of theory: ωB97M-V with the def2-TZVPD basis set

multiplicity = 1
strongest force on any atom = 5.3 eV/Å
ΔE to the lowest compared entry with this formula, charge and spin = 138.43 kcal per mole
net charge = 0

CARTESIAN COORDINATES (ANGSTROEM)
C 0.04 2.08 0.18
C 0.18 2.83 -1.13
C 1.61 2.67 -1.65
C 1.99 1.34 -2.29
N -0.75 -0.91 -1.34
C 0.23 -0.39 -2.24
C 1.42 0.18 -1.71
H 0.06 1.04 -0.07
H 0.67 2.27 1.12
H -1.04 2.31 0.66
H -0.56 2.41 -1.71
H 0.02 4.07 -1.04
H 2.33 2.75 -0.80
H 1.71 3.50 -2.45
H 1.55 1.44 -3.35
H 3.13 1.24 -2.52
H -0.34 -1.04 -0.46
H -1.07 -1.73 -1.73
H 0.03 -0.32 -3.34
H 1.77 -0.03 -0.69
H -0.85 0.69 2.82
H -1.35 1.63 1.90
O -1.47 1.41 2.84
H 3.18 -1.30 -0.16
H 3.30 -1.58 -1.72
O 3.35 -1.94 -0.87
H -1.37 -4.04 -0.71
H -2.02 -2.99 0.04
O -1.86 -3.29 -0.93
H -3.74 -1.63 -1.85
H -4.22 -0.39 -2.56
O -4.46 -0.96 -1.88
H 3.96 -2.52 1.51
H 2.79 -1.76 2.32
O 3.58 -1.69 1.80
H -2.81 -0.67 1.35
H -4.22 -0.62 2.01
O -3.49 -1.24 1.77
H 1.47 -0.31 3.60
H 0.36 -1.49 3.51
O 0.99 -0.86 3.01
H -2.39 -1.78 2.88
H -1.56 -3.17 3.12
O -1.57 -2.24 3.20
H -2.68 1.32 -3.17
H -1.98 -0.16 -3.10
O -2.85 0.43 -3.30
H -3.98 0.53 -0.65
H -2.68 -0.28 -0.50
O -3.12 0.45 -0.10
H 1.26 1.33 2.91
H 2.79 0.74 2.79
O 2.18 1.51 3.23
H 4.15 0.21 1.23
H 4.44 0.30 -0.26
O 3.87 0.67 0.44

***

Formula: C6H39NO14
Source: the OMol25 dataset
Level of theory: ωB97M-V with the def2-TZVPD basis set

multiplicity = 1
strongest force on any atom = 2.7 eV/Å
ΔE to the lowest compared entry with this formula, charge and spin = 121.33 kcal per mole
net charge = 0

CARTESIAN COORDINATES (ANGSTROEM)
C -3.14 -0.69 1.65
O -1.87 -1.33 1.93
C -3.11 0.79 1.45
C -2.67 1.26 0.03
C -1.29 0.75 -0.36
C -0.29 0.76 0.52
N 1.04 0.42 0.20
C 2.11 1.09 0.96
H -3.39 -1.29 0.77
H -3.83 -1.00 2.44
H -1.13 -0.73 2.06
H -4.10 1.28 1.38
H -2.78 1.31 2.35
H -3.44 0.93 -0.66
H -2.65 2.33 -0.14
H -1.15 0.46 -1.40
H -0.31 0.82 1.60
H 1.22 0.40 -0.79
H 3.02 1.20 0.39
H 2.22 0.54 1.92
H 1.79 2.06 1.37
H 2.54 -0.83 -3.49
H 2.13 0.62 -4.13
O 2.37 -0.30 -4.27
H 1.38 -4.33 -0.49
H 1.01 -2.97 0.14
O 1.58 -3.39 -0.54
H -1.60 -2.04 4.12
H -0.12 -2.03 4.59
O -0.83 -1.49 4.22
H 1.39 -1.21 1.40
H 0.50 -1.89 2.45
O 1.15 -2.09 1.76
H -0.16 -0.13 -3.25
H 0.25 -0.45 -4.60
O -0.56 -0.21 -4.13
H 2.44 3.31 -2.17
H 1.22 2.97 -3.11
O 2.12 2.75 -2.88
H -0.63 -2.17 -3.82
H -1.94 -2.86 -3.56
O -1.02 -3.06 -3.76
H 2.45 0.02 4.06
H 1.42 1.13 4.35
O 2.16 0.89 3.78
H -0.84 4.36 1.50
H -1.01 3.07 0.74
O -0.87 3.41 1.63
H -1.26 1.53 -4.40
H -1.75 2.42 -3.13
O -1.11 2.28 -3.81
H 3.22 -2.57 -1.26
H 3.79 -1.29 -0.54
O 3.86 -1.85 -1.32
H -0.88 1.30 3.65
H -1.11 0.22 4.69
O -0.70 1.11 4.58
H 0.87 -2.36 -2.74
H 1.41 -1.75 -1.57
O 0.90 -1.47 -2.35

***

Formula: C6H3BInNO8
Source: the OMol25 dataset
Level of theory: ωB97M-V with the def2-TZVPD basis set

multiplicity = 1
strongest force on any atom = 8.1 eV/Å
ΔE to the lowest compared entry with this formula, charge and spin = 50.42 kcal per mole
net charge = +2

CARTESIAN COORDINATES (ANGSTROEM)
In 0.41 4.46 2.40
O 0.14 -3.41 -2.71
C 0.79 -2.54 -2.21
O 0.38 -1.83 -1.14
B 1.50 -0.97 -0.78
O 2.48 -1.12 -1.91
C 2.17 -2.17 -2.68
O 2.86 -2.60 -3.62
O 2.02 -1.34 0.54
C 2.16 -0.29 1.32
O 2.63 -0.21 2.45
C 1.34 0.79 0.63
O 1.11 0.45 -0.63
O 1.11 1.93 1.03
C -3.89 1.21 1.12
C -2.74 1.95 1.50
N -1.87 2.62 1.91
H -4.54 1.92 0.61
H -4.43 0.63 1.87
H -3.62 0.53 0.31

***

Formula: C6H3CdNO4
Source: the OMol25 dataset
Level of theory: ωB97M-V with the def2-TZVPD basis set

multiplicity = 1
strongest force on any atom = 6.2 eV/Å
net charge = +2

CARTESIAN COORDINATES (ANGSTROEM)
O 2.65 0.76 2.05
C 1.89 0.95 1.21
Cd 0.65 1.12 -0.64
O 3.10 2.79 -2.85
C 2.33 2.35 -2.13
C -0.73 2.47 1.09
O -1.30 3.13 1.82
C -1.25 1.48 -1.73
O -2.13 1.63 -2.46
C -1.01 -3.25 0.72
C -0.60 -1.89 0.42
N -0.27 -0.82 0.15
H -0.94 -3.84 -0.21
H -2.05 -3.22 1.08
H -0.33 -3.65 1.49

***

no.,HOMO energy (hartree)
1,-0.3083
2,-0.3078
3,-0.6544
4,-0.7421